(1)
Here is one molecule with the formula C20H27N3O4S at a distorted geometry from the Open Molecules 2025 dataset. Energies are from ωB97M-V/def2-TZVPD.

**Relative energy (zero: lowest compared OMol25 entry of this formula, charge and spin)**: 4.482 eV
**Orbital gap**: 9.1764 eV
**Lowest unoccupied orbital energy**: 0.58 eV

Structure (XYZ):
```
55
Properties=species:S:1:pos:R:3:nbo_charge:R:1
C -4.12624 -3.35034 1.04391 -0.2184
C -4.28887 -2.49621 0.22161 -0.0305
C -4.54652 -1.43420 -0.73901 -0.3003
N -5.34663 -0.37606 -0.15777 -0.4159
C -6.76968 -0.64767 -0.00755 -0.2689
C -7.50095 -0.51538 -1.31346 -0.2019
C -8.21736 0.54504 -1.63346 -0.3599
C -4.87013 0.84101 0.20476 0.6736
O -5.60433 1.73212 0.59173 -0.6169
C -3.39095 1.03812 0.11853 -0.1748
C -2.50965 0.26584 0.86305 -0.1843
C -1.14741 0.50990 0.83034 -0.2700
C -0.64139 1.54009 0.04321 0.3145
O 0.66767 1.88409 -0.07461 -0.4912
C 1.67235 1.12861 0.57743 0.1041
C 1.95896 -0.18994 -0.14843 -0.4567
C 3.13813 -0.90102 0.51406 -0.2228
N 4.32316 -0.07004 0.56171 -0.6976
S 5.18953 0.01306 -0.89111 2.4474
O 4.53469 -0.77784 -1.88418 -0.9426
O 5.50767 1.37386 -1.18400 -0.9415
N 6.61686 -0.75524 -0.51591 -0.6591
C 6.46610 -2.16507 -0.24888 -0.4294
C 7.42870 -0.04117 0.43957 -0.4295
C 4.09600 1.20550 1.21050 -0.2228
C 2.94097 1.98177 0.57988 -0.4363
C -1.53189 2.32918 -0.69050 -0.2568
C -2.88671 2.08916 -0.64305 -0.1475
H -3.96081 -4.10741 1.75133 0.2334
H -3.59658 -1.02441 -1.09404 0.2577
H -5.08315 -1.85579 -1.59775 0.2276
H -7.15413 0.08555 0.70461 0.2473
H -6.88333 -1.65705 0.40211 0.2071
H -7.39237 -1.33719 -2.01040 0.1899
H -8.71809 0.63283 -2.58312 0.1971
H -8.32474 1.37203 -0.95180 0.2036
H -2.88704 -0.53498 1.48276 0.2247
H -0.49864 -0.10977 1.42913 0.2096
H 1.37415 0.92776 1.61891 0.1673
H 2.22040 0.02691 -1.18554 0.2320
H 1.08141 -0.83825 -0.14163 0.2214
H 2.88779 -1.18168 1.54364 0.1968
H 3.39292 -1.79752 -0.04921 0.2326
H 5.80496 -2.56917 -1.01052 0.2341
H 7.43998 -2.64881 -0.32081 0.2107
H 6.04168 -2.34977 0.74539 0.1802
H 8.44823 -0.42406 0.39921 0.2107
H 7.04286 -0.14318 1.46105 0.1802
H 7.42420 1.00568 0.14883 0.2344
H 3.89181 1.00684 2.26875 0.1977
H 5.01660 1.78059 1.12548 0.2325
H 2.76472 2.90713 1.12906 0.2232
H 3.20314 2.23229 -0.44857 0.2300
H -1.12764 3.13275 -1.28506 0.2276
H -3.57042 2.71148 -1.20015 0.2264
```

=====

(2)
Here is a 2-piece molecular cluster, C5H14NO2 overall at a distorted geometry from the Open Molecules 2025 dataset. Energies are from ωB97M-V/def2-TZVPD.

**Relative energy (zero: lowest compared OMol25 entry of this formula, charge and spin)**: 1.462 eV
**Orbital gap (alpha / beta)**: 10.2419 / 6.6760 eV
**Lowest unoccupied orbital energy (alpha / beta)**: 0.80 / -2.73 eV
**Expectation value of S²**: 0.755
**2S+1**: 2

Structure (XYZ):
```
22
Properties=species:S:1:pos:R:3:mulliken_spin:R:1
C -1.57680 0.56880 -0.43613 0.0015
O -0.77745 1.72218 -0.08089 0.0620
C -1.14781 0.01426 -1.79943 0.0068
C -1.10626 1.11237 -2.86817 -0.0009
H -2.60328 0.96803 -0.56292 0.0030
H -1.46427 -0.21820 0.31597 0.0024
H -1.92284 -0.70493 -2.09092 -0.0004
H -0.17191 -0.54342 -1.79238 0.0024
H -0.91685 0.79012 -3.86724 0.0000
H -0.15930 1.76186 -2.69486 0.0005
H -2.09662 1.68056 -2.78999 0.0011
C 1.28801 -1.22070 3.11981 0.0090
N 0.97858 -0.24053 2.03816 0.0278
C 1.40480 -0.68009 0.64523 -0.0194
O 1.28972 0.27282 -0.31305 0.7664
H 0.82275 -2.18265 2.83710 -0.0016
H 0.93665 -0.89942 4.08182 0.0001
H 2.38948 -1.47692 3.16577 -0.0039
H 1.45480 0.62860 2.25322 0.0012
H 2.45334 -1.07460 0.70058 0.0854
H 0.74227 -1.57747 0.39023 0.0732
H 0.18298 1.29932 -0.25189 -0.0167
```

=====

(3)
Here is one molecule with the formula C5H9NO from the Open Molecules 2025 dataset. Energies are from ωB97M-V/def2-TZVPD.

**Relative energy (zero: lowest compared OMol25 entry of this formula, charge and spin)**: 2.411 eV
**Orbital gap**: 9.9597 eV
**Lowest unoccupied orbital energy**: 0.96 eV

Structure (XYZ):
```
16
Properties=species:S:1:pos:R:3:nbo_charge:R:1
C -1.44501 1.25266 1.19624 -0.7269
C -1.42957 -0.19599 0.76572 0.5870
O -2.17591 -1.01500 1.25982 -0.5477
C -0.41461 -0.69667 -0.24442 -0.1826
C 0.83560 -1.01444 0.49422 -0.2212
N 0.78596 0.08478 -0.44343 -0.4205
C 1.56947 0.14593 -1.67800 -0.4129
H -1.97655 1.33069 2.14780 0.2350
H -0.45863 1.72096 1.26038 0.2430
H -2.01465 1.79448 0.43295 0.2390
H -0.81761 -1.36856 -1.00377 0.2193
H 1.39447 -1.93265 0.31377 0.2033
H 0.78326 -0.70074 1.53967 0.1934
H 2.16915 1.06324 -1.64021 0.2060
H 0.92522 0.21959 -2.56121 0.2005
H 2.26941 -0.68828 -1.83954 0.1854
```

=====

(4)
Here is a 2-piece molecular cluster, C4H13NO2 overall at a distorted geometry from the Open Molecules 2025 dataset. Energies are from ωB97M-V/def2-TZVPD.

**Relative energy (zero: lowest compared OMol25 entry of this formula, charge and spin)**: 2.074 eV
**Orbital gap**: 9.5152 eV
**Lowest unoccupied orbital energy**: 0.67 eV

Structure (XYZ):
```
20
Properties=species:S:1:pos:R:3:nbo_charge:R:1
N 0.38900 -1.80242 0.73935 -0.8927
C -0.60293 -1.52215 -0.37907 -0.2330
C -0.12525 -0.58315 -1.44125 -0.4088
C 0.29135 0.86129 -0.95802 -0.4283
C -0.74475 1.40684 0.09909 -0.0999
O -1.98595 1.22407 -0.57061 -0.7206
H 0.69796 -1.02892 1.36858 0.3418
H 1.19917 -2.37746 0.63908 0.3628
H -0.68656 -2.42971 -0.91214 0.2048
H -1.48960 -1.11867 0.14549 0.2092
H -1.03220 -0.55175 -2.20102 0.2159
H 0.73993 -1.02038 -2.08917 0.2042
H 0.30992 1.38055 -1.91857 0.2174
H 1.42392 0.97765 -0.62044 0.1951
H -0.36613 2.49277 0.22124 0.1742
H -0.56910 0.78752 1.02905 0.1736
H -2.68901 1.70514 0.00119 0.4769
O 1.72285 0.50664 2.69174 -0.9162
H 1.56811 1.26623 2.07791 0.4674
H 1.94928 -0.17408 2.07757 0.4563
```

=====

(5)
Here is C21H27N5O11P2Re as an isolated structure from the Open Molecules 2025 dataset. Energies are from ωB97M-V/def2-TZVPD.

**Relative energy (zero: lowest compared OMol25 entry of this formula, charge and spin)**: 0.353 eV
**Orbital gap (alpha / beta)**: 6.9619 / 7.2203 eV
**Lowest unoccupied orbital energy (alpha / beta)**: -0.71 / -0.84 eV
**Expectation value of S²**: 0.767
**2S+1**: 2

Structure (XYZ):
```
67
Properties=species:S:1:pos:R:3:mulliken_spin:R:1
Re 0.43160 -0.59469 0.09045 0.8252
C 4.64931 -1.32223 0.51313 -0.0045
O 4.51250 -2.64044 1.06320 0.0025
C 3.36952 -3.35227 1.02580 0.0099
C 3.46089 -4.63206 1.55823 -0.0071
C 2.41070 -5.53940 1.49701 0.0140
C 1.23399 -5.18905 0.87394 -0.0088
C 1.08751 -3.89493 0.36815 0.0210
C -0.07380 -3.55987 -0.42409 -0.0065
N -0.42627 -2.34711 -0.65165 -0.0206
N -1.35630 -2.14744 -1.66867 -0.0070
C -1.22546 -0.96289 -2.16253 0.0026
O -0.29702 -0.11415 -1.72927 -0.0049
C -2.13644 -0.50037 -3.22678 -0.0021
C -3.02890 -1.39048 -3.82234 -0.0005
C -3.89173 -0.94787 -4.80863 0.0008
C -3.87493 0.38456 -5.20378 -0.0011
C -2.99598 1.27373 -4.60491 0.0005
C -2.12717 0.83459 -3.61697 -0.0003
C 2.13750 -2.95920 0.46427 0.0360
O 1.97092 -1.71869 -0.01640 0.0475
H 5.67080 -1.03682 0.75147 0.0001
H 4.52265 -1.33858 -0.56883 0.0003
H 3.94654 -0.63133 0.96490 0.0032
H 4.40410 -4.90744 2.01166 0.0005
H 2.53540 -6.52876 1.91556 0.0012
H 0.42106 -5.89649 0.77237 -0.0011
H -0.62125 -4.34478 -0.93911 -0.0022
H -3.03348 -2.42318 -3.50308 0.0005
H -4.58092 -1.64209 -5.27130 0.0000
H -4.55161 0.72855 -5.97543 -0.0001
H -2.98845 2.31436 -4.90121 0.0000
H -1.46701 1.53617 -3.12712 0.0008
N 1.28639 4.14524 1.37033 -0.0003
C 0.62050 3.76002 0.06259 0.0016
C 0.69549 4.92394 -0.91635 0.0007
P 1.72552 2.39485 -0.52941 0.0034
O 1.28804 2.11732 -2.02138 0.0007
O 3.08101 2.96464 -0.38909 0.0003
O 1.42572 1.16857 0.34950 0.0126
P -1.07864 3.21904 0.53423 0.0059
O -1.82456 4.65668 0.46105 0.0000
O -1.62475 2.32424 -0.53388 -0.0011
O -0.94396 2.76390 1.95021 0.0005
H 2.30234 4.00739 1.25744 0.0000
H 0.86932 3.52196 2.08656 -0.0003
H 1.07495 5.10951 1.62208 0.0000
H 1.73181 5.14802 -1.17337 0.0001
H 0.20984 5.80868 -0.50256 -0.0002
H 0.16691 4.65399 -1.82855 0.0000
H 0.58367 1.43886 -2.09867 0.0029
H -2.77626 4.56852 0.33731 0.0000
C -2.71599 0.06935 2.94191 0.0009
C -1.41818 -0.24728 2.29310 0.0239
N -1.30777 -0.25889 0.97351 -0.0197
O -2.47133 -0.06169 0.25187 0.0011
C -0.23393 -0.51552 2.97852 -0.0284
C -0.05288 -0.47979 4.45796 0.0026
N 0.79844 -0.73675 2.14032 0.0143
O 1.94564 -0.91251 2.59975 0.0768
H -3.51684 -0.52573 2.50659 0.0009
H -2.94073 1.12207 2.76187 0.0017
H -2.66154 -0.10492 4.01292 0.0010
H -2.33090 0.85981 -0.10915 0.0004
H -0.40258 0.46751 4.87147 -0.0018
H 1.00441 -0.59241 4.68283 0.0016
H -0.59740 -1.28797 4.95043 -0.0020
```

=====

(6)
Here is one molecule with the formula C4H7NO3 at a distorted geometry from the Open Molecules 2025 dataset. Energies are from ωB97M-V/def2-TZVPD.

**Relative energy (zero: lowest compared OMol25 entry of this formula, charge and spin)**: 2.845 eV
**Orbital gap**: 10.2630 eV
**Lowest unoccupied orbital energy**: 0.36 eV

Structure (XYZ):
```
15
Properties=species:S:1:pos:R:3:nbo_charge:R:1
N -1.03849 1.61507 0.77508 -0.8236
C -0.48886 0.44493 0.08103 -0.1811
C -0.34103 -0.75670 0.98205 -0.5291
C -0.57635 -2.01598 0.17324 0.4362
O -1.50215 -2.21354 -0.68602 -0.5227
C 0.91872 0.82241 -0.20080 0.7816
O 1.55211 1.83133 0.06940 -0.5840
O 1.33630 -0.01037 -1.18766 -0.7147
H -0.48748 2.13538 1.44710 0.3728
H -1.06894 2.36195 0.17368 0.3549
H -1.22907 0.20233 -0.73680 0.2758
H 0.63539 -0.87560 1.56427 0.2299
H -1.13627 -0.64038 1.84867 0.2743
H 0.25683 -2.65731 0.23976 0.1222
H 2.13393 0.34078 -1.74106 0.5075
```